Computed, not measured: a 11-piece molecular cluster, C5H35N3O10 overall, with ωB97M-V/def2-TZVPD.

Structure (XYZ):
```
53
Properties=species:S:1:pos:R:3
O -2.660 -1.244 0.391
O -1.507 -2.431 2.580
O 1.333 -2.141 2.381
O 0.744 4.133 -0.767
O 0.593 -2.030 -2.338
O -3.591 0.601 -1.435
O 0.789 -3.365 -0.099
O -2.902 -3.109 -1.606
O -1.608 0.223 -3.859
O 0.034 2.498 -2.710
N -1.678 1.640 0.780
N 0.841 -0.216 0.397
N 2.824 -0.824 -0.886
C 1.561 -0.163 -0.920
C 1.815 1.170 2.212
C 0.717 1.083 1.120
C 2.642 2.457 2.085
C -0.677 1.200 1.758
H 1.575 -3.728 -0.535
H -0.517 -2.365 2.541
H -0.560 2.531 -3.477
H -0.261 -1.959 -2.759
H 0.405 -2.244 -1.397
H 2.437 0.284 2.271
H 0.190 4.594 -0.138
H -2.366 -3.843 -1.311
H -0.490 1.728 2.689
H -2.271 -0.216 -4.392
H -3.136 -2.544 -0.830
H 3.456 -0.376 -0.237
H 0.589 1.777 -3.091
H -0.065 -0.623 0.266
H 0.209 3.357 -0.882
H -1.241 2.118 -0.003
H -2.127 0.711 -3.211
H 1.414 -1.300 1.855
H 3.053 2.724 3.058
H -1.003 0.177 1.942
H 2.976 -1.803 -0.741
H 1.655 0.885 -1.200
H 0.892 -0.664 -1.615
H -2.683 0.800 -1.230
H 3.554 2.312 1.502
H 1.007 -2.885 0.722
H -2.000 -1.390 1.125
H -1.658 -3.016 1.828
H -2.457 2.158 1.150
H -3.664 -0.317 -1.151
H -2.585 -0.273 0.391
H 2.187 -2.566 2.484
H 1.375 1.305 3.203
H 2.052 3.292 1.715
H 0.787 1.880 0.375
```

F_max   0.0402 hartree/bohr
Orbital gap   9.505 eV
Total charge   0
Relative energy (zero: lowest compared OMol25 entry of this formula, charge and spin)   76.4 kcal/mol
LUMO energy   0.184 eV
Highest occupied orbital energy   -9.32 eV
SMILES string   CC[C@H](CN)NCN.O.O.O.O.O.O.O.O.O.O
2S+1   1
Calculated total energy   -1128.1015 Eh